Entry 1:
C36H38F9HgNPSb as an isolated structure. Source: OMol25; level of theory: ωB97M-V with the def2-TZVPD basis set.

Computed properties:
Energy above the lowest of the compared OMol25 structures with the same formula, charge and spin = 10.63 kcal per mole
Charge = -1
E_tot = -83899.0227 eV
Spin multiplicity = 2
Gap between HOMO and LUMO (alpha / beta) = 5.4290 / 7.0097 eV
HOMO (alpha / beta) = -2.90 / -4.49 eV

CARTESIAN COORDINATES (ANGSTROEM)
Hg1 -0.84 2.25 -1.08
F1 6.14 2.51 -5.12
C1 5.37 3.32 -4.35
F2 4.66 4.08 -5.20
F3 6.23 4.15 -3.72
C2 4.52 2.55 -3.40
C3 3.15 2.50 -3.54
C4 2.39 1.76 -2.63
C5 2.98 1.05 -1.59
C6 4.37 1.11 -1.48
C7 5.14 1.85 -2.36
P1 1.78 0.11 -0.27
C8 2.22 -1.56 -0.88
C9 2.70 -1.80 -2.17
C10 2.96 -3.09 -2.62
C11 2.75 -4.17 -1.77
C12 2.26 -3.96 -0.48
C13 1.98 -2.67 -0.06
C14 3.00 -5.55 -2.28
F4 3.08 -6.47 -1.29
F5 4.16 -5.64 -2.97
F6 2.03 -5.98 -3.12
C15 2.95 0.55 1.09
C16 2.97 1.86 1.54
C17 3.73 2.24 2.64
C18 4.50 1.29 3.29
C19 4.50 -0.03 2.85
C20 3.73 -0.39 1.76
C21 5.34 1.65 4.48
F7 5.02 0.94 5.58
F8 6.66 1.42 4.26
F9 5.24 2.95 4.82
H1 2.66 3.04 -4.34
H2 1.32 1.72 -2.75
H3 4.87 0.58 -0.68
H4 6.22 1.88 -2.25
H5 2.89 -0.98 -2.84
H6 3.33 -3.25 -3.62
H7 2.09 -4.79 0.18
H8 1.56 -2.50 0.92
H9 2.39 2.62 1.02
H10 3.73 3.26 2.98
H11 5.10 -0.77 3.36
H12 3.74 -1.42 1.43
N1 0.47 -0.31 0.65
C22 -0.04 0.17 1.81
C23 -0.54 -0.74 2.77
C24 -1.14 -0.31 3.94
C25 -1.26 1.04 4.23
C26 -0.76 1.96 3.31
C27 -0.16 1.54 2.14
H13 -0.46 -1.80 2.55
H14 -1.51 -1.05 4.64
H15 -1.73 1.37 5.15
H16 -0.84 3.02 3.51
H17 0.22 2.28 1.44
C28 -6.80 -1.18 -0.59
C29 -5.78 -0.77 -1.64
C30 -5.47 -1.95 -2.55
Sb1 -3.88 0.16 -1.06
C31 -3.25 -0.88 0.73
C32 -4.29 -1.43 1.69
C33 -2.30 -2.00 0.30
C34 -4.59 2.02 -0.20
C35 -4.82 3.01 -1.34
C36 -5.80 1.99 0.72
H18 -7.76 -1.40 -1.06
H19 -6.97 -0.43 0.18
H20 -6.48 -2.09 -0.08
H21 -6.22 0.03 -2.25
H22 -5.01 -2.77 -1.99
H23 -4.78 -1.69 -3.36
H24 -6.38 -2.35 -3.01
H25 -2.66 -0.11 1.25
H26 -4.81 -2.29 1.26
H27 -5.05 -0.71 1.98
H28 -3.80 -1.78 2.60
H29 -2.82 -2.76 -0.29
H30 -1.88 -2.50 1.18
H31 -1.46 -1.63 -0.28
H32 -3.72 2.35 0.37
H33 -5.65 2.69 -1.98
H34 -3.94 3.11 -1.98
H35 -5.07 4.00 -0.96
H36 -6.71 1.75 0.17
H37 -5.95 2.97 1.18
H38 -5.70 1.27 1.53

***

Entry 2:
C36H38IrN2O3PS as an isolated structure. Source: OMol25; level of theory: ωB97M-V with the def2-TZVPD basis set.

Computed properties:
Energy above the lowest of the compared OMol25 structures with the same formula, charge and spin = 0.00 kcal per mole
Charge = +3
E_tot = -70001.9055 eV
Spin multiplicity = 6
Gap between HOMO and LUMO (alpha / beta) = 6.0041 / 3.7125 eV
HOMO (alpha / beta) = -15.17 / -17.28 eV

CARTESIAN COORDINATES (ANGSTROEM)
Ir1 -0.57 -1.07 1.74
C1 -4.06 -1.22 -4.24
C2 -2.59 -1.71 -4.06
C3 -2.43 -3.05 -4.69
C4 -1.75 -0.65 -4.80
C5 -2.33 -1.78 -2.58
C6 -1.95 -2.90 -1.84
C7 -1.38 -2.80 -0.55
N1 -1.49 -1.61 0.07
C8 -2.05 -0.51 -0.55
C9 -2.43 -0.57 -1.87
C10 -2.02 0.71 0.20
C11 -2.58 1.87 -0.30
C12 -2.48 3.05 0.44
C13 -1.80 2.97 1.67
C14 -1.21 1.81 2.14
N2 -1.30 0.68 1.39
C15 -2.95 4.39 -0.11
C16 -3.45 4.19 -1.54
C17 -1.82 5.41 -0.10
C18 -4.14 4.85 0.74
H1 -4.27 -1.14 -5.27
H2 -4.22 -0.24 -3.79
H3 -4.77 -1.91 -3.85
H4 -2.95 -3.03 -5.65
H5 -2.90 -3.90 -4.17
H6 -1.38 -3.28 -4.85
H7 -1.85 -0.87 -5.85
H8 -0.68 -0.69 -4.54
H9 -2.14 0.34 -4.75
H10 -2.15 -3.89 -2.27
H11 -0.94 -3.59 0.02
H12 -2.65 0.32 -2.41
H13 -3.11 1.81 -1.22
H14 -1.64 3.89 2.26
H15 -0.71 1.70 3.13
H16 -2.65 3.78 -2.13
H17 -3.78 5.11 -1.99
H18 -4.34 3.50 -1.56
H19 -0.99 5.19 -0.77
H20 -1.37 5.47 0.91
H21 -2.15 6.40 -0.39
H22 -5.03 4.29 0.51
H23 -4.33 5.91 0.61
H24 -3.86 4.63 1.81
O1 -0.11 -1.02 4.04
S1 0.46 -2.43 3.97
O2 -0.06 -3.39 4.91
O3 0.02 -2.87 2.55
C19 2.31 -2.37 3.92
C20 3.00 -3.03 4.91
C21 4.40 -3.06 4.81
C22 5.03 -2.22 3.90
C23 4.30 -1.49 2.96
C24 2.87 -1.60 2.92
P1 1.96 -0.83 1.58
C25 2.46 -1.78 0.07
C26 3.66 -1.54 -0.65
C27 4.08 -2.46 -1.61
C28 3.51 -3.69 -1.71
C29 2.43 -4.01 -0.90
C30 1.92 -3.10 -0.03
C31 2.43 0.88 1.54
C32 2.95 1.44 0.36
C33 3.67 2.60 0.46
C34 3.79 3.27 1.68
C35 3.22 2.73 2.83
C36 2.58 1.49 2.77
H25 2.46 -3.61 5.65
H26 4.91 -3.79 5.45
H27 6.09 -2.10 3.89
H28 4.76 -0.92 2.16
H29 4.24 -0.65 -0.47
H30 4.87 -2.14 -2.31
H31 3.88 -4.42 -2.45
H32 2.00 -4.99 -0.94
H33 1.17 -3.40 0.72
H34 2.69 1.03 -0.63
H35 4.15 3.05 -0.40
H36 4.25 4.24 1.71
H37 3.28 3.25 3.79
H38 1.98 1.06 3.64

***

Entry 3:
C36H39Ge2N6O2SbTi as an isolated structure. Source: OMol25; level of theory: ωB97M-V with the def2-TZVPD basis set.

Computed properties:
Energy above the lowest of the compared OMol25 structures with the same formula, charge and spin = 5.66 kcal per mole
Charge = +3
E_tot = -193659.9710 eV
Spin multiplicity = 2
Gap between HOMO and LUMO (alpha / beta) = 7.5103 / 7.3180 eV
HOMO (alpha / beta) = -16.93 / -16.94 eV

CARTESIAN COORDINATES (ANGSTROEM)
Ti1 -0.20 -0.39 -0.02
C1 2.86 -1.23 -1.32
C2 2.18 -2.35 -0.60
C3 2.77 -3.61 -0.63
C4 2.13 -4.71 -0.11
C5 0.86 -4.53 0.43
C6 0.32 -3.26 0.48
N1 0.98 -2.17 0.02
Sb1 -1.59 -3.15 1.46
C7 -0.89 -1.54 2.73
C8 -0.98 -1.70 4.09
C9 -0.67 -0.63 4.93
C10 -0.36 0.58 4.36
C11 -0.31 0.70 2.97
C12 -0.10 2.07 2.38
N2 -0.50 -0.36 2.17
C13 -2.73 -1.72 0.26
C14 -3.98 -2.16 -0.14
C15 -4.89 -1.22 -0.62
C16 -4.52 0.12 -0.65
C17 -3.23 0.49 -0.27
C18 -2.79 1.92 -0.27
N3 -2.35 -0.44 0.14
H1 3.47 -1.64 -2.12
H2 2.14 -0.55 -1.78
H3 3.54 -0.66 -0.68
H4 3.74 -3.71 -1.11
H5 2.58 -5.69 -0.15
H6 0.29 -5.37 0.79
H7 -1.29 -2.65 4.51
H8 -0.71 -0.74 6.00
H9 -0.18 1.45 4.97
H10 -0.84 2.75 2.81
H11 0.88 2.47 2.62
H12 -0.23 2.10 1.30
H13 -4.25 -3.20 -0.06
H14 -5.87 -1.52 -0.94
H15 -5.22 0.87 -0.98
H16 -3.30 2.49 -1.04
H17 -3.02 2.38 0.69
H18 -1.71 2.01 -0.44
C19 0.33 3.91 -5.49
Ge1 -0.48 2.30 -4.74
C20 0.27 0.65 -5.47
C21 -2.42 2.36 -4.66
Ge2 0.52 2.83 -2.51
C22 -0.19 4.33 -1.58
C23 -1.45 4.76 -2.05
C24 -2.01 5.94 -1.59
C25 -1.35 6.69 -0.63
C26 -0.12 6.27 -0.13
C27 0.46 5.10 -0.61
C28 2.38 2.43 -2.19
C29 3.13 2.80 -1.06
C30 4.49 2.52 -0.99
C31 5.12 1.90 -2.06
C32 4.40 1.54 -3.19
C33 3.03 1.78 -3.24
H19 0.09 3.94 -6.56
H20 1.42 3.91 -5.41
H21 -0.07 4.82 -5.03
H22 -0.53 0.07 -5.92
H23 0.75 0.03 -4.71
H24 1.00 0.89 -6.24
H25 -2.82 1.65 -5.39
H26 -2.78 3.35 -4.92
H27 -2.80 2.07 -3.68
H28 -1.98 4.18 -2.80
H29 -2.97 6.27 -1.98
H30 -1.79 7.61 -0.26
H31 0.40 6.87 0.61
H32 1.44 4.83 -0.24
H33 2.67 3.33 -0.23
H34 5.06 2.82 -0.12
H35 6.19 1.71 -2.02
H36 4.90 1.07 -4.03
H37 2.48 1.47 -4.12
O1 1.62 0.61 0.53
H38 2.13 0.28 1.29
H39 2.22 1.14 -0.03
O2 -0.49 -0.85 -1.80
N4 -1.33 -0.52 -2.80
C34 -1.96 -1.55 -3.27
C35 -2.87 -1.32 -4.35
N5 -3.59 -1.10 -5.22
C36 -1.77 -2.86 -2.70
N6 -1.59 -3.86 -2.16

***

Entry 4:
C36H39GeN6O3PbS3Se as an isolated structure. Source: OMol25; level of theory: ωB97M-V with the def2-TZVPD basis set.

Computed properties:
Energy above the lowest of the compared OMol25 structures with the same formula, charge and spin = 23.20 kcal per mole
Charge = +3
E_tot = -212639.3075 eV
Spin multiplicity = 1
Gap between HOMO and LUMO (alpha / beta) = 2.8889 / 3.3529 eV
HOMO (alpha / beta) = -13.82 / -13.84 eV

CARTESIAN COORDINATES (ANGSTROEM)
Pb1 0.24 -0.15 0.12
S1 0.71 1.53 7.55
C1 -0.85 1.48 8.23
C2 -1.81 1.21 7.30
C3 -1.27 1.04 6.01
C4 0.10 1.18 5.98
C5 0.98 1.08 4.84
C6 0.45 0.81 3.54
N1 1.17 0.70 2.46
C7 2.52 0.85 2.54
C8 3.15 1.12 3.77
C9 4.58 1.30 3.82
C10 5.32 1.23 2.71
C11 4.71 0.97 1.43
C12 5.44 0.92 0.26
C13 4.81 0.68 -0.97
C14 3.40 0.45 -0.93
N2 2.70 0.48 0.17
C15 3.31 0.76 1.36
C16 5.52 0.64 -2.20
C17 4.99 0.43 -3.50
C18 5.95 0.46 -4.48
C19 7.23 0.70 -3.95
S2 7.24 0.88 -2.27
C20 2.35 1.23 4.92
H1 -0.98 1.65 9.29
H2 -2.86 1.14 7.54
H3 -1.89 0.82 5.15
H4 -0.62 0.69 3.42
H5 5.04 1.50 4.78
H6 6.40 1.38 2.75
H7 6.51 1.09 0.31
H8 2.86 0.23 -1.84
H9 3.94 0.27 -3.71
H10 5.77 0.33 -5.53
H11 8.16 0.78 -4.51
H12 2.83 1.43 5.87
N3 -4.94 1.26 -5.86
C21 -3.78 0.96 -5.26
C22 -3.69 -0.11 -4.35
C23 -2.51 -0.40 -3.72
C24 -1.38 0.37 -3.98
C25 -1.43 1.44 -4.88
C26 -2.62 1.73 -5.51
S3 0.13 0.01 -3.20
O1 0.05 -1.32 -2.60
O2 1.22 0.29 -4.08
N4 0.29 0.91 -1.84
C27 0.02 2.22 -1.54
N5 -0.08 2.38 -0.21
C28 -0.27 3.61 0.25
C29 -0.43 4.68 -0.62
C30 -0.37 4.39 -1.97
N6 -0.14 3.17 -2.45
H13 -5.73 0.64 -5.80
H14 -4.97 1.94 -6.60
H15 -4.57 -0.73 -4.17
H16 -2.43 -1.25 -3.06
H17 -0.55 2.02 -5.09
H18 -2.67 2.55 -6.22
H19 -0.32 3.74 1.32
H20 -0.59 5.68 -0.25
H21 -0.52 5.17 -2.71
C31 -2.68 -5.70 1.81
Ge1 -3.18 -4.01 1.02
C32 -4.83 -4.04 0.00
C33 -3.18 -2.55 2.35
C34 -1.76 -3.49 -0.30
Se1 -0.01 -3.40 0.52
C35 1.08 -4.00 -0.96
H22 -3.41 -5.98 2.56
H23 -1.70 -5.64 2.31
H24 -2.64 -6.48 1.06
H25 -5.68 -4.16 0.68
H26 -4.83 -4.87 -0.70
H27 -4.96 -3.11 -0.56
H28 -3.46 -2.94 3.32
H29 -3.92 -1.79 2.09
H30 -2.19 -2.09 2.45
H31 -1.98 -2.50 -0.71
H32 -1.67 -4.20 -1.12
H33 0.77 -5.02 -1.19
H34 2.12 -3.98 -0.65
H35 0.89 -3.35 -1.81
C36 -3.21 1.07 -0.23
O3 -2.35 0.04 0.32
H36 -3.17 1.97 0.39
H37 -4.23 0.70 -0.30
H38 -2.85 1.29 -1.23
H39 -2.78 -0.39 1.06